Entry from the Open Molecules 2025 dataset: C17H32BeCl2O2P2 as an isolated structure (the ωB97M-V functional and the def2-TZVPD basis).

Summary:
**E_tot**: -66264.6531 eV
**Multiplicity**: 1
**Strongest force on any atom**: 6.598 eV Å⁻¹
**Gap between HOMO and LUMO**: 6.4 eV
**Relative energy (zero: lowest compared OMol25 entry of this formula, charge and spin)**: 0.000 eV

The geometry in XYZ format:
```
56
Properties=species:S:1:pos:R:3:forces:R:3:lowdin_charge:R:1
P 0.19520 -1.39340 -6.62250 -0.06 -0.74 -0.29 0.811
P 0.00990 1.79350 -6.51040 0.01 0.76 -0.21 0.804
C -0.20170 -0.47460 -8.19660 -0.09 -0.03 0.10 -0.453
C 0.28170 0.98100 -8.16750 0.09 0.01 0.11 -0.453
H -1.29190 -0.49870 -8.31830 0.11 -0.03 0.07 0.072
H 0.23250 -1.01330 -9.05020 -0.17 0.08 0.11 0.076
H 1.35920 1.01570 -8.37110 -0.10 0.02 0.08 0.072
H -0.21580 1.57340 -8.94780 0.18 -0.09 0.10 0.076
C -1.59340 2.66250 -6.85930 0.10 -0.05 0.04 -0.312
H -1.81430 3.35400 -6.03980 0.02 -0.09 -0.10 0.030
H -2.40880 1.93440 -6.90800 0.08 0.07 -0.01 0.029
H -1.56020 3.22570 -7.80040 0.01 -0.09 0.15 0.037
C 1.16270 3.23360 -6.71650 -0.13 -0.05 -0.07 -0.322
H 0.99160 3.76840 -7.65900 0.04 -0.06 0.14 0.039
H 2.19780 2.87820 -6.69270 -0.13 0.04 0.00 0.028
H 1.02790 3.93140 -5.88380 0.00 -0.08 -0.11 0.030
C -0.96750 -2.82420 -6.83720 0.13 0.05 -0.09 -0.321
H -0.76930 -3.57490 -6.06540 -0.01 0.09 -0.11 0.030
H -0.86690 -3.29410 -7.82340 -0.04 0.05 0.14 0.038
H -1.99840 -2.47800 -6.71220 0.12 -0.04 -0.01 0.028
C 1.76920 -2.22660 -7.14770 -0.10 0.05 0.05 -0.310
H 2.57730 -1.49140 -7.20880 -0.08 -0.07 -0.01 0.029
H 1.66610 -2.72630 -8.11920 0.01 0.08 0.16 0.037
H 2.05230 -2.96960 -6.39510 -0.03 0.10 -0.09 0.030
Be 0.00000 0.00000 0.00000 -0.65 -0.69 4.82 0.383
C 0.66430 1.52960 -1.47650 -1.87 0.34 -0.80 -0.091
C -0.72310 1.46380 -1.55420 1.84 0.85 -0.94 -0.068
C -1.50100 0.74600 -2.64500 0.21 -0.17 0.10 -0.158
C -1.87820 -0.70840 -2.27130 0.10 0.28 0.39 -0.152
C -0.81110 -1.44290 -1.49040 1.98 -0.57 -1.59 -0.114
C 0.56160 -1.36800 -1.70260 -2.23 -0.76 -1.03 -0.096
C 1.22790 -0.58480 -2.82170 -0.27 0.14 0.16 -0.173
C 1.64540 0.84590 -2.40270 -0.02 -0.31 0.37 -0.159
C 0.08360 -1.46700 1.46860 0.57 0.85 -2.04 -0.185
H 1.09150 2.31780 -0.85960 -0.19 -0.33 0.37 0.125
H -1.28450 2.18680 -0.96710 0.17 -0.42 0.38 0.123
H -0.93030 0.76360 -3.57750 -0.03 0.00 0.13 0.073
H -2.42360 1.30270 -2.83950 0.15 -0.04 0.13 0.120
H -2.78050 -0.68970 -1.65060 0.07 -0.03 -0.09 0.118
H -2.13920 -1.27020 -3.18120 0.16 0.07 0.20 0.125
H -1.17640 -2.26770 -0.88130 0.21 0.44 0.40 0.115
H 1.17730 -2.12220 -1.21810 -0.11 0.39 0.44 0.114
H 0.56590 -0.54890 -3.69130 0.14 0.00 0.12 0.054
H 2.12430 -1.12650 -3.14100 -0.14 0.04 0.11 0.117
H 2.60540 0.79320 -1.87800 -0.06 0.05 -0.08 0.115
H 1.81530 1.46140 -3.29940 -0.17 -0.10 0.20 0.119
H 0.79860 -1.20230 2.25420 -0.13 -0.24 -0.30 -0.094
H 0.35880 -2.44390 1.05050 0.03 -0.13 0.19 -0.040
H -0.90720 -1.55520 1.93280 0.09 0.10 -0.21 -0.036
Cl -0.38450 -0.27190 4.36740 0.03 0.18 0.04 0.620
C 0.29300 1.18770 3.59980 0.12 0.43 1.21 -0.994
Cl 2.01500 1.01570 3.17170 -0.13 -0.04 -0.01 0.597
C -0.52950 1.67540 2.43910 -3.72 4.45 -3.15 -0.598
O -1.23460 2.76650 2.63250 2.93 -4.46 0.16 -0.035
O -0.53760 1.16500 1.21120 0.87 0.17 1.10 -0.120
H 0.23740 1.95200 4.40480 0.09 -0.48 -0.90 0.071
```
Positions in Å, forces in eV/Å.